Entry one
Entry from the Open Molecules 2025 dataset: one molecule with the formula C2H5NS (ωB97M-V/def2-TZVPD).

XYZ file:
```
9
Properties=species:S:1:pos:R:3:mulliken_charge:R:1
C 1.1744 0.0445 -0.0898 -0.587
N -0.1993 -0.3697 -0.2985 -0.205
C -1.2455 0.0061 0.5083 -0.002
S -2.7464 -0.0842 -0.1184 -0.385
H 1.0431 0.6901 0.7714 0.196
H 1.9108 -0.7568 -0.2788 0.267
H 1.5235 0.8302 -0.8514 0.265
H -0.5212 -0.8564 -1.1272 0.227
H -0.9394 0.4963 1.4845 0.223
```

## Properties
HOMO = -8.4 eV
SMILES = CNC=S
LUMO level = 0.7 eV


Entry two
Entry from the Open Molecules 2025 dataset: one molecule with the formula C2H5NS (ωB97M-V/def2-TZVPD).

XYZ file:
```
9
Properties=species:S:1:pos:R:3:mulliken_charge:R:1
C 1.0152 0.5044 -0.0466 -1.040
C -0.4785 -0.4512 0.4992 0.014
N -1.2597 -0.8488 -0.5629 -0.486
S -1.9507 0.6090 0.2347 -0.110
H 1.6915 -0.3927 -0.1704 0.305
H 1.2279 0.9976 0.8319 0.342
H 0.8345 1.2154 -0.8625 0.346
H -0.2215 -0.9436 1.4933 0.337
H -0.8587 -0.6901 -1.4167 0.291
```

## Properties
HOMO = -8.6 eV
SMILES = C[C@@H]1NS1
LUMO level = 0.7 eV


So which one is most stable? That would be entry one, about 46.1 kcal/mol below the next structure.


Entry one
Entry from the Open Molecules 2025 dataset: a 10-piece molecular cluster, C30H70N10O10 overall (ωB97M-V/def2-TZVPD).

XYZ file:
```
120
Properties=species:S:1:pos:R:3:mulliken_charge:R:1
C 6.9541 -1.1720 -3.9839 0.055
O 7.4896 -0.3395 -4.7436 -0.617
N 6.5285 -1.0201 -2.7253 0.153
C 5.6027 -1.8715 -1.9320 -0.831
C 6.9703 0.2831 -2.1199 -1.005
H 6.7664 -2.1518 -4.4496 0.360
H 6.0231 -1.9426 -0.9288 0.262
H 5.5683 -2.9193 -2.2303 0.324
H 4.5736 -1.5157 -1.9813 0.342
H 6.1483 0.9946 -2.1988 0.327
H 7.2376 0.1629 -1.0701 0.330
H 7.8029 0.8710 -2.5062 0.324
C -0.7472 0.3617 -7.0704 0.025
O -0.9648 0.1630 -8.2836 -0.591
N -0.7229 -0.5630 -6.0438 0.182
C -0.7256 -1.9445 -6.4974 -0.800
C -1.0162 -0.1227 -4.6525 -0.851
H -0.4857 1.4006 -6.8162 0.366
H -1.6843 -2.3772 -6.2115 0.361
H 0.0852 -2.5440 -6.0836 0.120
H -0.5373 -2.0264 -7.5679 0.325
H -0.5884 0.7978 -4.2552 0.298
H -2.0696 -0.0585 -4.3799 0.428
H -0.6371 -0.8676 -3.9528 0.192
C -4.3999 2.7699 -5.2091 0.227
O -5.1980 1.8581 -5.3577 -0.590
N -3.6206 2.9820 -4.1495 0.142
C -2.6381 4.1215 -4.0504 -0.891
C -3.5297 2.0027 -3.1248 -0.823
H -4.0704 3.5330 -5.9312 0.272
H -1.5834 3.8546 -4.1174 0.308
H -2.8050 4.6979 -3.1405 0.260
H -2.8088 4.8568 -4.8367 0.379
H -2.5720 1.5196 -2.9314 -0.084
H -3.7384 2.6071 -2.2421 0.458
H -4.3242 1.2673 -2.9980 0.301
C 1.5651 -0.6938 0.2118 -0.590
O 2.0838 -0.6529 -0.9380 -0.690
N 0.2588 -0.6586 0.4214 1.183
C -0.6922 -0.4923 -0.7157 -1.442
C -0.1491 -0.9649 1.7199 -0.382
H 2.1784 -0.6217 1.1233 0.652
H -1.1158 -1.4754 -0.9208 0.499
H -0.1680 -0.1045 -1.5891 0.327
H -1.5998 0.0959 -0.5795 0.300
H -0.7635 -1.8480 1.5449 0.335
H 0.7104 -1.1209 2.3719 -0.086
H -0.8545 -0.2380 2.1224 -0.136
C -0.0691 3.0910 -0.1112 0.093
O -1.2832 2.8801 -0.1506 -0.704
N 0.4562 4.2681 -0.3926 0.206
C 1.8672 4.5307 -0.0971 -1.034
C -0.3070 5.3911 -0.9326 -0.949
H 0.5584 2.2437 0.2058 0.406
H 2.0753 4.2266 0.9288 0.354
H 2.1298 5.5874 -0.0474 0.336
H 2.4232 4.0019 -0.8713 0.359
H 0.0944 5.4299 -1.9452 0.388
H -1.3436 5.0543 -0.9231 0.217
H -0.2957 6.2811 -0.3034 0.353
C -5.1826 3.1849 3.1099 0.033
O -5.4093 3.2071 1.8488 -0.353
N -3.8747 2.9660 3.6354 0.484
C -3.6753 2.9913 5.0641 -0.494
C -2.6790 2.7017 2.8454 -0.818
H -5.8862 3.3601 3.9384 0.393
H -3.1296 3.8379 5.4807 0.353
H -2.9847 2.1773 5.2845 -0.058
H -4.5917 2.8539 5.6381 0.411
H -2.4480 3.2782 1.9496 0.457
H -1.7231 2.7453 3.3674 0.296
H -2.8019 1.6712 2.5122 0.130
C 2.7207 -3.4628 -2.9857 0.769
O 3.5570 -3.7152 -3.7890 -0.579
N 1.4718 -4.0423 -2.9971 0.182
C 0.6614 -4.0275 -1.7095 -0.338
C 1.0156 -4.7615 -4.1578 -1.079
H 2.8609 -2.7381 -2.1687 -0.297
H 0.8766 -3.1305 -1.1288 -0.373
H 0.9033 -4.9081 -1.1144 0.335
H -0.4249 -4.0664 -1.7903 0.356
H 0.9605 -5.8479 -4.2272 0.294
H 0.0234 -4.3474 -4.3372 0.351
H 1.6002 -4.3448 -4.9780 0.347
C -0.0980 1.3795 5.6702 0.227
O 0.7447 1.9475 4.9532 -0.663
N 0.0906 0.1946 6.2300 0.235
C -0.7755 -0.3349 7.2405 -0.960
C 1.2512 -0.6010 5.9214 -1.191
H -1.0372 1.8326 6.0236 0.225
H -1.4657 0.2735 7.8250 0.383
H -0.1549 -0.9358 7.9053 0.390
H -1.4402 -1.0598 6.7706 0.265
H 1.7235 -0.2219 5.0152 0.388
H 1.8277 -0.3587 6.8142 0.447
H 1.0560 -1.6652 5.7889 0.314
C 4.6943 -1.8528 2.2057 0.009
O 4.0353 -0.8995 2.5357 -0.521
N 4.2494 -3.0635 1.8342 0.182
C 5.0139 -4.0086 1.0845 -0.808
C 2.8680 -3.4242 2.1074 -0.343
H 5.7868 -1.8328 2.0712 0.408
H 4.5609 -4.3579 0.1566 0.245
H 5.4139 -4.9060 1.5565 0.292
H 5.9125 -3.4538 0.8149 0.272
H 2.4460 -3.8743 1.2089 0.065
H 2.8445 -4.2254 2.8461 0.441
H 2.2747 -2.5853 2.4711 -0.159
C -3.4620 -0.9335 4.4337 -0.182
O -2.4686 -0.4889 3.9295 -0.306
N -4.6480 -0.9947 3.8052 0.074
C -5.8784 -0.7052 4.4962 -0.928
C -4.7596 -0.8174 2.3009 -0.703
H -3.4674 -1.3810 5.4397 0.399
H -5.7421 -0.8624 5.5662 0.392
H -6.6336 -1.4202 4.1696 0.337
H -6.1900 0.3262 4.3311 0.216
H -5.3874 0.0684 2.2045 0.310
H -3.8272 -0.5512 1.8031 0.078
H -5.2414 -1.6680 1.8188 0.343
```

## Properties
Spin multiplicity = 2
HOMO (spin up / spin down) = -10.2 / -10.2 eV
LUMO level (spin up / spin down) = -4.2 / -8.3 eV
Net charge = +1


Entry two
Entry from the Open Molecules 2025 dataset: a 10-piece molecular cluster, C30H70N10O10 overall (ωB97M-V/def2-TZVPD).

XYZ file:
```
120
Properties=species:S:1:pos:R:3:mulliken_charge:R:1
C -24.1699 -30.2004 -36.6051 0.190
O -24.5632 -30.6598 -37.6586 -0.621
N -23.0997 -29.3220 -36.5004 0.217
C -22.9503 -28.6775 -35.2174 -0.508
C -22.1925 -28.9796 -37.6027 -0.954
H -24.6883 -30.3788 -35.6503 0.263
H -21.8870 -28.6471 -34.9796 0.250
H -23.4744 -29.1678 -34.3970 0.103
H -23.3148 -27.6718 -35.4267 0.016
H -22.4849 -29.2862 -38.6070 0.332
H -22.1407 -27.8945 -37.6923 0.305
H -21.2350 -29.4668 -37.4182 0.313
C -25.3185 -24.8366 -37.3736 -0.221
O -25.7924 -24.0936 -36.4830 -0.429
N -25.9543 -25.9913 -37.7677 0.364
C -25.6440 -26.6643 -39.0380 -0.934
C -27.0756 -26.3842 -36.8844 -0.723
H -24.4788 -24.6341 -38.0564 0.445
H -25.7788 -27.7459 -39.0460 0.314
H -24.7023 -26.4808 -39.5552 0.324
H -26.4194 -26.3445 -39.7342 0.400
H -27.2072 -27.4650 -36.8312 0.508
H -26.9449 -26.0394 -35.8587 -0.415
H -27.9376 -25.7770 -37.1607 0.551
C -25.6983 -25.4940 -32.0398 -0.267
O -26.1725 -24.8111 -31.1037 -0.442
N -24.5599 -25.0841 -32.6500 0.664
C -24.3983 -25.3548 -34.0732 -0.109
C -23.6436 -24.0196 -32.0726 -0.722
H -26.2764 -26.2517 -32.5910 0.643
H -24.9961 -26.2057 -34.3999 -0.205
H -23.3778 -25.4603 -34.4415 0.212
H -24.7374 -24.3799 -34.4233 0.160
H -22.6139 -24.1804 -32.3918 0.206
H -23.8554 -23.0033 -32.4048 0.332
H -23.7826 -24.0454 -30.9918 0.347
C -21.6470 -24.5915 -28.9508 -0.033
O -22.1018 -25.7269 -28.9363 -0.623
N -20.2823 -24.3969 -29.0144 0.230
C -19.8473 -23.0057 -28.6306 -1.030
C -19.2676 -25.4128 -29.0029 -0.983
H -22.3422 -23.7416 -28.8701 0.448
H -20.6992 -22.3368 -28.5081 0.333
H -19.1694 -22.5608 -29.3589 0.318
H -19.1932 -23.1129 -27.7653 0.385
H -18.4381 -25.0625 -28.3886 0.382
H -19.5720 -26.2544 -28.3807 0.359
H -18.8801 -25.8384 -29.9286 0.228
C -19.8403 -27.7660 -33.3999 -0.154
O -20.4043 -26.8452 -33.8928 -0.459
N -20.2949 -28.3939 -32.2963 0.404
C -19.6164 -29.5715 -31.8100 -1.076
C -21.2524 -27.7766 -31.3992 -1.006
H -18.8546 -28.1244 -33.7347 0.378
H -18.8498 -30.1018 -32.3750 0.347
H -20.3396 -30.3356 -31.5248 0.377
H -19.0765 -29.4043 -30.8780 0.361
H -21.5542 -26.7356 -31.5155 0.066
H -22.1777 -28.3396 -31.5212 0.375
H -20.9118 -27.9847 -30.3849 0.395
C -29.0937 -21.3300 -28.1969 0.193
O -29.3587 -20.6453 -27.1677 -0.595
N -29.0715 -22.7180 -28.1748 0.113
C -29.5609 -23.5080 -27.0834 -0.915
C -28.8010 -23.4007 -29.4363 -0.791
H -28.7447 -20.8804 -29.1394 0.261
H -30.4095 -24.1207 -27.3880 0.311
H -29.6642 -22.9646 -26.1442 0.314
H -28.8083 -24.2849 -26.9486 0.330
H -28.5587 -22.6709 -30.2087 0.112
H -28.0528 -24.1766 -29.2746 0.289
H -29.7984 -23.7568 -29.6944 0.381
C -19.5397 -23.9024 -33.6415 0.600
O -18.4639 -24.3326 -33.2310 -0.650
N -19.7959 -22.6070 -33.6092 0.071
C -20.9389 -22.0992 -34.3444 -1.066
C -19.0002 -21.7121 -32.7663 -0.852
H -20.4281 -24.5083 -33.8778 -0.016
H -21.6679 -21.6748 -33.6541 0.363
H -21.5694 -22.8612 -34.8024 0.312
H -20.6978 -21.3410 -35.0894 0.387
H -17.9682 -22.0498 -32.6705 0.309
H -19.0847 -20.8234 -33.3917 0.342
H -19.4244 -21.5424 -31.7767 0.227
C -29.1446 -23.4458 -35.9551 -0.053
O -29.8929 -23.5201 -36.9338 -0.667
N -29.3680 -24.0586 -34.8244 0.291
C -28.4697 -23.9057 -33.7298 -1.032
C -30.4591 -25.0852 -34.7472 -0.994
H -28.1918 -22.8951 -35.9884 0.495
H -27.6581 -24.6332 -33.7218 0.403
H -28.9959 -23.9982 -32.7797 0.434
H -28.1320 -22.8696 -33.7040 0.033
H -30.1212 -26.1184 -34.8283 0.223
H -31.0751 -24.9287 -33.8617 0.363
H -31.0549 -24.9999 -35.6559 0.383
C -26.4966 -20.4126 -37.4468 0.160
O -27.1402 -19.8125 -38.3282 -0.602
N -26.9756 -20.6085 -36.1824 0.179
C -25.9859 -21.0379 -35.0838 -0.810
C -28.2586 -20.1308 -35.6400 -0.874
H -25.4835 -20.7879 -37.6592 0.334
H -26.3349 -21.8650 -34.4654 -0.071
H -25.9800 -20.1937 -34.3943 0.474
H -24.9446 -21.0454 -35.4060 0.374
H -28.1633 -19.2509 -35.0039 0.390
H -28.9418 -19.8461 -36.4401 0.324
H -28.7185 -20.9482 -35.0847 0.206
C -26.2347 -29.2176 -33.4870 -0.183
O -25.8449 -28.5558 -34.4767 -0.447
N -27.5408 -29.1490 -33.1273 0.210
C -28.0974 -30.1403 -32.2134 -1.112
C -28.5555 -28.3369 -33.8081 -0.700
H -25.6403 -30.0520 -33.0837 0.458
H -27.6439 -29.9139 -31.2484 0.404
H -27.8177 -31.1592 -32.4810 0.328
H -29.1678 -30.0620 -32.0234 0.378
H -29.1170 -29.0632 -34.3958 0.596
H -29.1467 -27.7640 -33.0937 0.453
H -28.0220 -27.6426 -34.4573 -0.312
```

## Properties
Spin multiplicity = 2
HOMO (spin up / spin down) = -11.0 / -11.0 eV
LUMO level (spin up / spin down) = -3.6 / -8.1 eV
Net charge = +1


So which one is most stable? That would be entry two, about 17.0 kcal/mol below the next structure.


Entry one
Entry from the Open Molecules 2025 dataset: one molecule with the formula CH4N2P2 (ωB97M-V/def2-TZVPD).

XYZ file:
```
9
Properties=species:S:1:pos:R:3:mulliken_charge:R:1
N -0.4359 -0.8350 -1.0150 -0.416
P -0.1110 -1.7897 0.4102 -0.068
C -0.0593 -0.0124 0.0681 0.361
N 0.9834 0.9996 0.1007 -0.565
P -0.6264 1.5089 1.0637 0.033
H -1.3614 -0.8301 -1.5763 0.275
H 1.2401 -2.2041 0.0468 0.045
H 1.7229 1.0262 0.8892 0.288
H -1.3524 2.1367 0.0127 0.047
```

## Properties
HOMO = -9.2 eV
SMILES = N1PC12NP2
LUMO level = 0.5 eV


Entry two
Entry from the Open Molecules 2025 dataset: CH4N2P2 as an isolated structure (ωB97M-V/def2-TZVPD).

XYZ file:
```
9
Properties=species:S:1:pos:R:3:mulliken_charge:R:1
C -0.0579 0.2797 0.0714 0.354
N -0.9300 -0.2432 -0.8627 -0.528
N 0.9742 -0.4177 0.6490 -0.460
P -1.7069 0.8542 0.2390 -0.028
P 1.6556 1.0240 -0.1769 0.004
H -0.8578 0.1716 -1.8702 0.292
H 0.9765 -0.6040 2.0025 0.283
H -2.3016 -0.0619 1.0448 0.027
H 1.8369 0.1436 -1.1875 0.057
```

## Properties
HOMO = -8.9 eV
LUMO level = 0.5 eV


So which one is most stable? That would be entry one, about 28.9 kcal/mol below the next structure.


Entry one
Entry from the Open Molecules 2025 dataset: one molecule with the formula C3H3NS2 (ωB97M-V/def2-TZVPD).

XYZ file:
```
9
Properties=species:S:1:pos:R:3:mulliken_charge:R:1
N -1.4954 0.2461 -2.2800 -0.398
C -1.1866 -0.0714 -1.1937 0.380
C -0.9295 -0.0379 0.2343 -0.703
S 0.3357 -1.1589 0.8112 0.044
C 1.6586 -0.1487 0.5368 -0.063
S 1.7050 1.3037 -0.2300 -0.245
H -0.7888 0.9465 0.5686 0.384
H -1.8722 -0.2838 0.7527 0.347
H 2.5732 -0.7956 0.8001 0.253
```

## Properties
HOMO = -9.2 eV
SMILES = N#CCSC=S
LUMO level = -0.6 eV


Entry two
Entry from the Open Molecules 2025 dataset: one molecule with the formula C3H3NS2 (ωB97M-V/def2-TZVPD).

XYZ file:
```
9
Properties=species:S:1:pos:R:3:mulliken_charge:R:1
S -2.5000 0.1312 -1.0024 -0.256
C -1.1939 0.0734 -0.0693 0.192
C 0.0842 -0.4409 -0.5288 -0.517
C 1.1040 0.0943 0.4276 -0.160
N 0.7086 0.7953 1.4668 -0.421
S -0.9115 0.9979 1.5139 0.081
H 0.2714 -0.0943 -1.5323 0.296
H 0.3247 -1.4522 -0.7294 0.325
H 2.1125 -0.1048 0.4539 0.461
```

## Properties
HOMO = -8.7 eV
SMILES = S=C1CC=NS1
LUMO level = -0.5 eV


So which one is most stable? That would be entry one, about 3.2 kcal/mol below the next structure.


Entry one
Entry from the Open Molecules 2025 dataset: a 2-piece molecular cluster, C3H3NS2 overall (ωB97M-V/def2-TZVPD).

XYZ file:
```
9
Properties=species:S:1:pos:R:3:mulliken_charge:R:1
C -0.2802 -0.7553 0.2077 -0.985
C 0.1300 0.4411 -0.0931 0.696
C -3.4757 0.2660 0.1660 0.462
N 0.5229 1.5160 -0.4792 -0.525
S -3.3767 1.8254 0.1611 -0.240
S -3.7323 -1.2420 -0.1943 -0.219
H -0.7168 -1.2843 -0.6843 0.272
H -0.1532 -1.2786 1.1597 0.247
H -0.1524 2.2788 -0.3798 0.291
```

## Properties
HOMO = -9.1 eV
LUMO level = -0.4 eV


Entry two
Entry from the Open Molecules 2025 dataset: one molecule with the formula C3H3NS2 (ωB97M-V/def2-TZVPD).

XYZ file:
```
9
Properties=species:S:1:pos:R:3:mulliken_charge:R:1
C 1.4347 -1.6928 0.4959 0.549
C -1.0141 -0.0306 -0.7440 0.120
C -0.7300 1.2204 -0.1358 -0.513
N 0.6913 -2.3260 -0.1909 -0.458
S -0.7925 -1.5546 -0.9886 -0.012
S 2.2925 -0.6752 1.2923 -0.377
H -0.8720 2.2036 -0.6526 0.279
H -1.4342 1.4272 0.6833 0.251
H 0.4242 1.4281 0.2404 0.162
```

## Properties
HOMO = -8.6 eV
LUMO level = -0.5 eV


So which one is most stable? That would be entry one, about 36.5 kcal/mol below the next structure.